Here is a 4-piece molecular cluster, C4H13NO2 overall from the OMol25 dataset. Energies are from wB97M-V/def2-TZVPD.

Last columns: bonded neighbours and bond lengths (Å).
Atoms and positions in Å:
1 C 0.1631 -0.4689 0.7627  N2 1.442, H6 1.100, H7 1.092, H8 1.086
2 N 0.8770 -0.1417 -0.4469  C1 1.442, H9 1.021, H19 1.026
3 C -2.5480 -1.3392 -0.4008  C5 1.364, H10 1.072, H11 1.085
4 C -1.4444 -0.2424 -2.3988  C5 1.396, H12 1.085, H13 1.084
5 C -1.9968 -1.2809 -1.6476  C3 1.364, C4 1.396, H14 1.087
6 H -0.6582 0.2383 0.9519  C1 1.100
7 H 0.8475 -0.4086 1.6109  C1 1.092
8 H -0.2142 -1.4859 0.7149  C1 1.086
9 H 0.2296 -0.1437 -1.2358  N2 1.021
10 H -2.9601 -2.2858 -0.1142  C3 1.072
11 H -2.7379 -0.4768 0.2290  C3 1.085
12 H -1.1257 -0.4659 -3.4119  C4 1.085
13 H -1.5737 0.8001 -2.1297  C4 1.084
14 H -1.9382 -2.2069 -2.2144  C5 1.087
15 H 0.9330 2.9967 1.5873  O17 0.969
16 H 2.1865 1.2592 1.7432  O20 1.023
17 O 0.9350 2.0805 1.2728  H15 0.969
18 H 3.6902 1.0498 2.2908  O20 0.968
19 H 1.2587 0.7998 -0.3033  N2 1.026
20 O 2.9404 0.5847 1.8936  H16 1.023, H18 0.968

Calculated values
energy above the lowest of the compared OMol25 structures with the same formula, charge and spin: 6.9446 eV
strongest force on any atom: 1.54 eV/A
charge: 0
HOMO-LUMO gap: 3.273 eV